A 6-piece molecular cluster, C28H84N12O6P4S2 overall at a distorted geometry. Source: the Open Molecules 2025 dataset; level of theory: wB97M-V/def2-TZVPD.

The geometry in XYZ format:
```
136
Properties=species:S:1:pos:R:3:forces:R:3
O 23.815170 4.593890 -0.757750 -0.8 -0.6 -0.4
P 22.337390 4.467160 -0.698390 -1.4 -0.4 1.6
N 21.565110 4.027850 -2.147690 1.5 0.8 -1.1
C 20.148520 3.769760 -2.221970 -0.3 -0.4 1.0
C 22.370880 3.324750 -3.206600 -0.1 1.0 0.6
N 21.551740 5.887230 -0.114140 -0.8 -2.6 1.2
C 21.169450 6.931740 -0.990730 0.1 0.5 -0.6
C 21.860690 6.383170 1.255510 0.4 -0.9 -0.8
N 21.804590 3.248870 0.416250 -0.3 2.9 -0.6
C 22.671840 2.157790 0.794910 -1.4 -0.3 -0.5
C 20.390570 3.143710 0.909640 1.5 -0.2 -0.3
H 19.630730 4.334590 -1.446750 0.0 -0.1 0.1
H 20.002770 2.705160 -2.039000 -0.5 -0.2 0.1
H 19.617350 4.008260 -3.143420 0.6 0.2 -0.4
H 22.664220 2.302730 -2.966790 -0.3 -0.2 0.3
H 23.294890 3.873420 -3.389020 -0.1 0.1 0.1
H 21.803600 3.319930 -4.137340 -0.1 0.0 0.1
H 22.123980 7.425030 -1.174200 -0.4 1.0 -1.0
H 20.627100 6.586560 -1.870950 0.7 -0.2 -0.3
H 20.424700 7.600360 -0.559000 0.3 0.2 0.6
H 21.950660 5.563830 1.968730 0.1 -0.2 -0.2
H 22.817540 6.902960 1.206970 0.0 0.3 0.3
H 21.074580 7.034480 1.637520 0.0 0.1 -0.3
H 23.654700 2.167390 0.323740 -0.1 0.4 0.2
H 22.678160 2.110620 1.883870 0.5 -0.3 0.1
H 22.093210 1.328470 0.388080 0.6 -1.0 0.4
H 19.782670 2.464760 0.311660 0.0 0.0 -0.3
H 19.905230 4.118580 0.956000 0.2 -0.1 0.0
H 20.434860 2.691090 1.900230 0.0 0.2 0.2
O 16.931650 -13.070840 4.037260 -0.9 -1.4 0.6
P 15.844820 -14.081400 4.262070 0.7 -1.3 -2.0
N 15.992020 -15.401840 3.088200 -0.7 1.6 0.2
C 14.912950 -16.346280 2.793770 -0.2 1.4 1.0
C 17.213270 -15.623980 2.345860 0.3 0.0 0.8
N 14.283370 -13.499810 3.916560 -0.8 0.9 -0.2
C 13.980640 -13.032700 2.507860 0.5 -1.4 -0.1
C 13.483570 -12.762880 4.922520 1.0 0.0 -0.5
N 15.938230 -14.910970 5.767610 -0.5 1.8 0.0
C 17.291010 -15.328510 6.167340 -0.6 -0.3 -0.5
C 14.847420 -15.623030 6.458030 0.2 -0.2 -1.2
H 14.007840 -15.764350 2.967690 -0.4 -0.4 -0.2
H 14.863930 -17.183820 3.489630 0.2 -0.4 -0.2
H 14.939610 -16.673810 1.754480 0.1 -0.1 0.1
H 17.863140 -16.224350 2.982510 0.6 -0.2 -0.3
H 17.722820 -14.692310 2.100010 -0.1 0.0 0.0
H 17.003010 -16.193250 1.440420 0.0 0.1 -0.1
H 13.392170 -13.795400 1.997870 0.3 -0.4 -0.1
H 13.343930 -12.169270 2.315020 0.2 0.5 1.3
H 14.891860 -12.858560 1.935610 0.1 -0.1 0.1
H 13.457590 -11.686460 4.752940 0.6 0.2 -0.2
H 12.421020 -12.995470 4.851950 0.1 -0.8 0.5
H 14.022130 -12.936610 5.854110 -0.9 0.0 0.4
H 17.446160 -16.348220 5.814910 0.2 -0.3 0.0
H 18.064820 -14.722660 5.695900 -0.2 0.3 0.3
H 17.336880 -15.345140 7.256250 0.3 0.3 0.0
H 15.207610 -16.225630 7.291840 0.3 0.4 0.1
H 14.450040 -16.365030 5.765490 -0.5 -0.1 0.0
H 14.052640 -14.958810 6.797490 0.1 0.0 0.0
O 8.996960 -1.920810 5.772300 1.6 -0.3 -2.0
P 9.793380 -1.527630 4.549320 0.2 1.1 -0.1
N 9.373790 0.089950 4.022350 -0.2 -3.1 -1.8
C 9.607150 1.105580 4.930060 0.3 1.4 2.1
C 8.153350 0.328880 3.228430 0.2 -0.9 -0.3
N 9.583440 -2.389630 3.089710 -0.4 -0.7 1.3
C 9.105000 -3.831750 3.012020 -0.3 1.7 -0.4
C 10.022460 -1.878500 1.777530 0.1 -0.7 0.6
N 11.531030 -1.443870 4.822880 -1.4 0.8 0.4
C 12.197460 -2.295370 5.836770 -0.4 0.8 -0.5
C 12.420150 -0.672150 3.943180 0.4 -0.7 -0.1
H 8.698690 1.366670 5.472860 -0.4 0.3 0.0
H 9.989520 2.006120 4.449530 0.2 0.2 0.1
H 10.254040 0.770760 5.740950 0.5 0.2 -0.2
H 7.812980 -0.576920 2.726660 0.0 -0.2 0.4
H 8.288360 1.007100 2.385880 0.5 0.5 0.2
H 7.335480 0.707050 3.841770 0.0 0.0 0.2
H 8.165540 -3.738010 2.467290 -0.1 -0.5 -0.2
H 9.805870 -4.430320 2.430130 0.1 0.0 0.0
H 8.856560 -4.360760 3.932090 0.4 0.6 0.3
H 9.291890 -2.179510 1.026690 -0.3 0.3 0.0
H 10.186190 -0.800880 1.783100 -0.2 -0.2 0.1
H 10.938230 -2.382810 1.469110 0.3 0.1 0.0
H 12.231230 -3.305630 5.428920 0.3 -0.2 0.6
H 13.189500 -1.890830 6.037550 0.2 -0.2 -0.6
H 11.773360 -2.211360 6.837360 -0.8 -0.4 -0.3
H 12.575380 -1.096430 2.951210 -0.8 0.0 -0.5
H 13.456850 -0.781100 4.261740 -0.1 0.3 0.8
H 12.189310 0.390990 3.875850 -0.2 -0.1 0.0
O 13.621750 1.225820 -9.734920 0.3 -2.3 -0.1
P 13.188870 -0.204980 -9.928340 -1.8 -0.2 -1.5
N 13.812150 -1.434250 -8.893580 -0.4 1.0 -0.2
C 14.985360 -1.096960 -8.050740 -0.4 -0.4 -0.6
C 13.054670 -2.635390 -8.506210 -0.2 0.6 0.9
N 13.444760 -0.825910 -11.530210 0.5 0.6 1.9
C 12.878030 -2.109910 -11.958950 -0.3 1.2 -0.2
C 13.980650 -0.031390 -12.620340 -0.5 0.4 0.1
N 11.435180 -0.331410 -9.831550 1.5 -0.8 0.4
C 10.588980 0.215780 -10.900260 1.2 -0.6 0.6
C 10.842040 -0.234210 -8.499940 0.4 -0.7 0.0
H 15.495820 -0.212270 -8.431350 -0.5 0.3 0.2
H 15.751320 -1.869720 -8.115840 -0.2 -0.4 0.0
H 14.670220 -1.012540 -7.010710 0.2 0.3 0.1
H 13.643860 -3.540570 -8.359220 0.4 -0.1 -1.2
H 12.151310 -2.738470 -9.107390 0.4 -0.3 -0.2
H 12.681160 -2.599070 -7.482850 -0.3 0.8 0.4
H 13.555950 -2.595270 -12.661050 0.1 -0.2 0.2
H 12.550560 -2.768480 -11.154490 0.4 0.2 0.0
H 11.986720 -1.812430 -12.511370 -0.3 -0.6 -0.4
H 14.222530 0.988260 -12.320470 0.1 -0.2 0.4
H 14.860530 -0.477400 -13.084010 0.1 -0.2 0.1
H 13.219470 0.090320 -13.390980 -0.2 -0.1 -0.3
H 10.777500 1.289100 -10.877040 -0.8 0.2 -0.7
H 10.849740 -0.285700 -11.832270 0.2 0.6 -0.2
H 9.572230 -0.121240 -10.698460 -0.1 0.6 0.1
H 11.260630 0.531660 -7.847010 0.1 0.2 -0.1
H 11.017660 -1.209550 -8.046110 -0.3 0.2 0.6
H 9.766270 -0.075930 -8.575830 0.1 0.0 0.0
C 16.315060 -5.817280 1.627020 -1.0 -0.2 -0.7
S 17.348360 -5.384360 0.163740 -0.6 1.8 1.9
O 16.865360 -4.019920 -0.246070 0.0 -0.9 -0.3
C 18.796920 -4.985160 1.181840 0.0 -0.7 -0.7
H 16.398070 -6.881940 1.845440 0.1 0.1 0.2
H 15.295960 -5.612770 1.298820 -0.1 -0.4 -0.4
H 16.355080 -5.179580 2.510100 1.0 0.0 -0.1
H 19.395710 -4.412810 0.473340 0.3 0.0 0.4
H 19.256440 -5.938630 1.442300 0.3 0.1 0.1
H 18.516320 -4.439060 2.082470 0.0 0.1 -0.3
C 24.458400 -7.679940 6.052070 0.3 0.7 -1.3
S 24.904690 -6.763490 4.506110 -0.4 1.4 0.8
O 24.469250 -5.323760 4.749840 0.4 -1.6 -0.3
C 26.701830 -6.747900 4.741530 0.5 0.0 0.1
H 24.801240 -7.008890 6.839630 0.0 -0.4 0.2
H 24.953650 -8.646130 5.955620 0.0 0.0 0.5
H 23.372580 -7.774790 6.041630 0.1 0.0 0.1
H 27.099050 -5.942650 4.123560 -0.3 0.1 0.0
H 27.217500 -7.652820 4.420110 -0.4 -0.3 -0.1
H 26.992100 -6.558830 5.775020 -0.3 0.1 0.1
```
Forces are in eV/Å.

Calculated values
ΔE to the lowest compared entry with this formula, charge and spin ... 4.478 eV
Total charge ... 0
Strongest force on any atom ... 3.64 eV Å⁻¹
HOMO level ... -8.1 eV
HOMO-LUMO gap ... 8.5 eV
E ... -4387.4961 hartree